Here is C35H29ClIrN8O6S3 as an isolated structure from the Open Molecules 2025 dataset. Energies are from ωB97M-V/def2-TZVPD.

* DFT total energy: -3999.2925 Eh
* largest force on an atom: 1.4 eV/A
* spin multiplicity: 2
* Kohn-Sham gap (alpha / beta): 0.2613 / 0.1846 hartree
* net charge: +2
* HOMO energy (alpha / beta): -13.330 / -13.310 eV
* energy relative to the best compared isomer or geometry (same formula, charge and spin): 48.2 kcal/mol

Geometry as XYZ:
```
83
Properties=species:S:1:pos:R:3:mulliken_spin:R:1
Ir 0.07 -0.11 0.11 0.504
C -4.36 -3.60 5.42 0.000
C -3.46 -2.56 4.81 0.005
C -2.57 -2.90 3.79 -0.002
C -1.77 -1.95 3.19 0.003
C -1.84 -0.63 3.64 -0.006
C -2.72 -0.26 4.66 0.002
C -3.52 -1.24 5.23 -0.001
S -0.83 0.59 2.90 -0.004
O 0.49 -0.01 2.64 0.136
O -0.88 1.77 3.69 0.024
N -1.26 0.75 1.37 0.013
C -2.33 1.44 0.84 -0.012
C -3.32 2.11 1.51 -0.004
C -4.33 2.76 0.78 0.000
C -4.36 2.75 -0.59 0.001
C -3.34 2.07 -1.30 0.003
C -3.29 1.98 -2.71 0.004
C -2.26 1.30 -3.30 -0.005
C -1.27 0.71 -2.51 -0.005
N -1.29 0.77 -1.19 0.022
C -2.33 1.43 -0.57 0.004
H -3.97 -4.61 5.26 0.000
H -5.35 -3.55 4.97 0.000
H -4.47 -3.44 6.49 0.000
H -2.52 -3.93 3.44 0.000
H -1.14 -2.21 2.35 0.001
H -2.76 0.76 5.00 0.000
H -4.21 -0.96 6.02 0.000
H -3.33 2.15 2.59 0.000
H -5.11 3.29 1.32 0.000
H -5.14 3.25 -1.14 0.000
H -4.06 2.45 -3.31 0.000
H -2.19 1.20 -4.38 0.000
H -0.44 0.19 -2.97 0.003
O -0.67 -4.82 -3.30 0.000
C 0.49 -4.26 -3.58 0.000
O 1.24 -4.68 -4.41 0.000
C 0.86 -3.00 -2.83 -0.007
C 2.06 -2.32 -3.03 0.007
Cl 3.39 -2.77 -3.95 0.001
N 2.07 -1.20 -2.28 0.003
N 0.90 -1.11 -1.57 0.010
C 0.20 -2.22 -1.88 0.010
C -1.05 -2.48 -1.08 0.009
O -1.80 -3.40 -1.36 0.002
O -1.23 -1.68 -0.08 0.006
C 3.12 -0.23 -2.25 0.002
C 3.70 0.14 -1.05 0.010
C 4.72 1.08 -1.06 0.001
C 5.19 1.60 -2.25 0.001
C 4.62 1.20 -3.46 0.000
C 3.58 0.28 -3.46 0.000
H -1.18 -4.36 -2.60 0.000
H 3.37 -0.31 -0.12 -0.009
H 5.17 1.38 -0.12 0.000
H 6.01 2.31 -2.25 0.000
H 4.99 1.59 -4.40 0.000
H 3.13 -0.02 -4.40 0.000
S 1.51 -2.03 0.88 0.219
C 2.45 -1.87 2.36 -0.021
N 1.88 -2.18 3.55 0.017
C 2.58 -2.25 4.68 -0.003
C 3.93 -2.00 4.64 0.018
C 4.46 -1.67 3.40 -0.008
N 3.74 -1.60 2.29 0.018
H 0.88 -2.33 3.56 -0.001
H 2.04 -2.50 5.58 0.000
H 4.54 -2.06 5.53 0.001
H 5.52 -1.44 3.29 0.000
C -0.78 4.57 -0.12 -0.002
N -0.02 4.01 -1.23 0.002
C 0.02 4.54 -2.50 0.001
C 0.86 3.78 -3.23 0.001
N 1.32 2.80 -2.39 0.002
C 0.79 2.93 -1.17 0.007
S 1.10 2.05 0.27 0.020
H -1.61 5.14 -0.52 0.000
H -0.14 5.23 0.47 0.000
H -1.15 3.77 0.51 0.001
H -0.55 5.42 -2.77 0.000
H 1.17 3.86 -4.26 0.000
H 2.02 2.10 -2.62 -0.001
```

=====

Here is C35H29MoN4PS2 as an isolated structure from the Open Molecules 2025 dataset. Energies are from ωB97M-V/def2-TZVPD.

* DFT total energy: -2775.5335 Eh
* largest force on an atom: 2.4 eV/A
* Kohn-Sham gap (alpha / beta): 0.2129 / 0.2207 hartree
* net charge: +2
* HOMO energy (alpha / beta): -13.968 / -13.969 eV
* energy relative to the best compared isomer or geometry (same formula, charge and spin): 22.9 kcal/mol

Geometry as XYZ:
```
72
Properties=species:S:1:pos:R:3:lowdin_charge:R:1
Mo -0.04 -0.57 -0.18 0.881
N 2.12 -0.80 2.26 -0.066
P 0.52 -1.39 2.11 0.954
C 0.63 -3.02 2.87 -0.360
C 1.20 -3.08 4.14 -0.080
C 1.35 -4.31 4.77 -0.039
C 0.90 -5.47 4.14 -0.035
C 0.29 -5.40 2.90 -0.045
C 0.15 -4.17 2.26 -0.108
C -0.42 -0.45 3.35 -0.371
C -1.50 -1.07 3.97 -0.093
C -2.27 -0.35 4.89 -0.047
C -1.96 0.97 5.17 -0.042
C -0.87 1.58 4.56 -0.051
C -0.10 0.88 3.65 -0.104
C 2.61 0.08 1.33 -0.367
C 3.88 0.66 1.45 0.024
C 4.30 1.54 0.49 -0.006
C 3.45 1.86 -0.58 -0.028
C 2.23 1.25 -0.64 -0.127
N 1.81 0.36 0.29 -0.083
H 2.73 -1.10 3.00 0.125
H 1.49 -2.17 4.65 0.116
H 1.79 -4.36 5.75 0.122
H 1.03 -6.42 4.63 0.123
H -0.09 -6.30 2.43 0.120
H -0.37 -4.11 1.31 0.081
H -1.74 -2.10 3.76 0.115
H -3.10 -0.84 5.38 0.122
H -2.56 1.52 5.88 0.122
H -0.62 2.60 4.80 0.119
H 0.75 1.35 3.18 0.102
H 4.49 0.41 2.31 0.131
H 5.28 2.01 0.56 0.132
H 3.75 2.57 -1.34 0.126
H 1.52 1.51 -1.42 0.114
S -2.04 -1.73 0.42 0.746
C -3.08 -0.55 1.14 -0.629
C -4.29 -0.94 1.73 -0.035
C -5.14 0.00 2.25 -0.154
C -6.37 -0.41 2.87 -0.152
N -7.34 -0.75 3.39 0.221
C -4.81 1.37 2.19 -0.154
C -3.62 1.77 1.61 -0.026
C -2.75 0.81 1.09 -0.621
S -1.25 1.30 0.37 0.753
C -5.67 2.36 2.77 -0.154
N -6.33 3.17 3.24 0.220
H -4.54 -1.99 1.78 0.133
H -3.37 2.82 1.56 0.134
C 0.03 -1.77 -4.54 0.002
C -0.31 -1.95 -3.08 -0.387
C -1.23 -3.12 -2.82 -0.011
C -0.28 -0.81 -2.21 -0.164
C 0.96 -1.82 -2.01 -0.323
C 2.25 -1.41 -2.46 -0.008
C 3.38 -1.79 -1.80 -0.025
C 3.29 -2.63 -0.68 -0.017
C 2.07 -3.10 -0.24 -0.061
C 0.86 -2.70 -0.86 -0.151
H -0.89 -1.54 -5.09 0.114
H 0.43 -2.69 -4.96 0.114
H 0.73 -0.96 -4.72 0.086
H -1.99 -3.12 -3.61 0.113
H -1.75 -3.05 -1.87 0.033
H -0.71 -4.08 -2.89 0.114
H -0.01 0.12 -2.73 0.121
H 2.33 -0.77 -3.34 0.130
H 4.35 -1.48 -2.16 0.131
H 4.20 -2.98 -0.20 0.130
H 2.04 -3.84 0.54 0.111
H 0.04 -3.41 -0.78 0.088
```

=====

Here is C35H30AgBrF4N3O5PSb as an isolated structure from the Open Molecules 2025 dataset. Energies are from ωB97M-V/def2-TZVPD.

* DFT total energy: -5594.1357 Eh
* largest force on an atom: 4.4 eV/A
* Kohn-Sham gap: 0.2303 hartree
* net charge: -1
* HOMO energy: -4.748 eV

Geometry as XYZ:
```
81
Properties=species:S:1:pos:R:3:lowdin_charge:R:1
Ag -0.97 0.10 -0.56 0.542
F -4.07 6.75 -0.65 0.140
C -3.17 5.78 -0.60 -0.144
C -1.90 5.97 -0.11 -0.142
F -1.54 7.21 0.21 0.128
C -0.95 4.95 -0.16 -0.167
F 0.34 5.28 0.17 0.080
C -1.28 3.64 -0.54 -0.271
P -0.08 2.27 -0.55 0.963
C 0.84 2.57 0.96 -0.358
C 2.27 2.71 0.93 -0.070
C 2.96 3.02 2.11 -0.065
C 2.28 3.00 3.33 -0.073
C 0.88 2.86 3.35 -0.075
C 0.13 2.63 2.18 -0.088
C 0.81 2.46 -2.09 -0.366
C 0.55 1.61 -3.17 -0.092
C 1.34 1.71 -4.33 -0.072
C 2.41 2.62 -4.41 -0.071
C 2.59 3.53 -3.35 -0.066
C 1.77 3.47 -2.20 -0.083
C -2.60 3.46 -1.04 -0.504
Br -3.27 1.77 -1.76 0.784
C -3.50 4.51 -1.04 -0.264
F -4.75 4.31 -1.50 0.058
H 2.82 2.52 0.03 0.084
H 4.01 3.24 2.12 0.104
H 2.80 3.20 4.26 0.098
H 0.34 2.93 4.29 0.093
H -0.93 2.46 2.14 0.099
H -0.27 0.90 -3.12 0.072
H 1.05 1.06 -5.16 0.106
H 3.07 2.66 -5.31 0.115
H 3.41 4.25 -3.40 0.102
H 1.90 4.19 -1.41 0.089
O 2.57 -0.79 -0.31 -0.235
N 3.58 -0.11 -0.67 -0.065
C 4.72 -0.70 -0.35 -0.378
C 4.63 -1.98 0.19 -0.234
N 4.58 -3.11 0.53 0.142
C 6.02 -0.23 -0.52 -0.248
N 7.09 0.13 -0.64 0.114
C 0.21 -5.89 -0.05 -0.215
C 0.41 -4.45 0.44 -0.390
Sb 0.08 -2.90 -1.16 1.429
C -1.66 -3.81 -2.14 -0.452
C -1.35 -4.97 -3.07 -0.229
C 1.73 -3.08 -2.72 -0.411
C 2.86 -3.95 -2.24 -0.223
H 0.44 -6.53 0.79 0.053
H 0.81 -6.19 -0.91 0.051
H -0.85 -6.07 -0.30 0.065
H 1.41 -4.34 0.89 0.042
H -0.39 -4.18 1.15 0.037
H -2.16 -2.94 -2.67 0.051
H -2.40 -4.08 -1.35 0.042
H -0.75 -4.68 -3.96 0.052
H -2.32 -5.45 -3.38 0.070
H -0.74 -5.75 -2.56 0.049
H 1.97 -2.02 -2.91 0.012
H 1.15 -3.39 -3.64 0.028
H 2.83 -4.10 -1.15 0.018
H 3.86 -3.53 -2.46 0.068
H 2.77 -4.97 -2.65 0.062
O -3.92 -3.00 0.45 0.013
C -3.15 -2.06 0.61 -0.637
O -2.33 -1.59 -0.25 -0.306
C -3.21 -1.36 1.98 -0.121
C -4.26 -1.68 2.87 -0.024
C -4.33 -1.17 4.16 -0.003
C -3.37 -0.28 4.58 -0.242
O -3.18 0.23 5.82 0.020
C -1.85 0.85 5.75 -0.139
O -1.42 0.81 4.44 0.002
C -2.33 0.04 3.72 -0.175
C -2.25 -0.46 2.43 0.036
H -5.01 -2.38 2.49 0.116
H -5.19 -1.42 4.77 0.116
H -1.22 0.31 6.47 0.140
H -1.98 1.88 6.08 0.127
H -1.38 -0.25 1.78 0.085
```

=====

- Which formula does entry 3 have?
  C35H30AgBrF4N3O5PSb

=====

- What is the DFT total energy in the third record?
  -5594.1357 Eh

=====

- What is the formula in the second record?
  C35H29MoN4PS2